Record 1
{
  "formula": "CH12Na4O9",
  "method": "ωB97M-V/def2-TZVPD",
  "multiplicity": 1,
  "charge": 2,
  "species": ["Na", "Na", "Na", "Na", "C", "O", "O", "O", "O", "H", "H", "O", "H", "H", "O", "H", "H", "O", "H", "H", "O", "H", "H", "O", "H", "H"],
  "xyz": [[-2.2801, -3.8532, -0.0438], [0.7893, -2.7570, 1.2069], [-0.3990, -2.2556, -2.3825], [-3.4152, -0.6442, -1.3023], [-0.5973, -0.5957, -0.0736], [-1.1292, -1.7216, -0.1723], [-1.1616, 0.2450, -0.7859], [0.3503, -0.4036, 0.7127], [-0.4477, -0.5596, 3.4993], [-0.1788, -1.4566, 3.7060], [-0.2743, -0.4614, 2.5579], [-1.5550, 2.3827, 0.8696], [-2.2058, 2.8911, 0.3787], [-1.2975, 1.6723, 0.2721], [2.8703, -0.1148, 1.8422], [2.1096, -0.1938, 1.2574], [3.6315, -0.1118, 1.2530], [-1.4536, 0.3508, -3.6406], [-1.2417, 0.5666, -2.7196], [-1.8465, -0.5238, -3.6134], [1.5265, 2.0402, 0.5222], [2.2860, 1.9033, 1.0936], [0.9833, 1.2439, 0.6320], [1.5999, 0.8273, -2.0780], [1.1612, 1.3172, -1.3727], [2.1755, 0.2123, -1.6189]],
  "mulliken_charge": [0.993, 0.895, 0.950, 0.939, 0.573, -0.901, -0.844, -0.805, -0.563, 0.254, 0.335, -0.642, 0.291, 0.268, -0.650, 0.374, 0.344, -0.541, 0.488, 0.155, -0.668, 0.354, 0.329, -0.625, 0.410, 0.287]
}



Record 2
{
  "formula": "C2H5NO3S",
  "method": "ωB97M-V/def2-TZVPD",
  "smiles": "N[C@@H](OS)C(=O)O",
  "multiplicity": 1,
  "species": ["N", "C", "O", "S", "C", "O", "O", "H", "H", "H", "H", "H"],
  "xyz": [[1.0665, -1.2171, 0.2913], [0.1270, -0.3807, -0.3621], [-1.3136, -0.6807, 0.3783], [-2.7850, -0.3586, -0.2564], [0.3354, 1.1763, -0.0403], [-0.5042, 1.9179, 0.3856], [1.6717, 1.5164, -0.1002], [1.0455, -0.9784, 1.3322], [0.6398, -2.1508, 0.1624], [0.0382, -0.6744, -1.4092], [-2.6998, 0.9223, 0.1676], [2.3783, 0.9079, -0.5493]],
  "mulliken_charge": [-0.635, -0.035, -0.381, -0.109, 0.619, -0.471, -0.487, 0.305, 0.290, 0.383, 0.145, 0.377]
}



no.,Kohn-Sham gap (eV)
1,5.177
2,9.170